[1]
{
  "formula": "C33H74F7N5O12S2Si",
  "method": "ωB97M-V with the def2-TZVPD basis set",
  "orbital_gap_ev": 6.736,
  "lumo_ev": -1.4,
  "homo_energy_ha": -0.300,
  "smiles": "C=CC[C@@]1([Si](C)(C)C)OS(=O)(=O)O[C@]1(CCO)S(=O)(=O)C(F)(F)C(F)(F)C(F)(F)F.COC[C@@H](C)N.COC[C@@H](C)N.COC[C@@H](C)N.COC[C@@H](C)N.COC[C@@H](C)N",
  "symbols": ["H", "F", "C", "H", "H", "C", "C", "C", "H", "H", "Si", "H", "H", "C", "C", "H", "H", "H", "H", "H", "S", "F", "C", "H", "H", "C", "H", "N", "H", "O", "H", "H", "N", "H", "H", "H", "H", "C", "C", "O", "H", "H", "H", "H", "H", "H", "O", "C", "H", "H", "H", "H", "C", "N", "O", "S", "C", "H", "C", "H", "C", "H", "H", "H", "C", "C", "H", "H", "C", "H", "O", "C", "F", "H", "C", "H", "H", "H", "C", "N", "H", "C", "H", "O", "H", "H", "O", "H", "H", "F", "H", "H", "O", "C", "H", "O", "H", "H", "H", "F", "F", "F", "C", "H", "H", "H", "H", "H", "C", "H", "O", "O", "H", "C", "H", "C", "H", "O", "C", "H", "C", "H", "C", "C", "H", "H", "H", "H", "C", "C", "H", "N", "H", "H"],
  "coordinates": [[5.0204, -1.1091, -0.8593], [-1.5303, 1.5366, 1.8551], [-4.1142, 1.6263, 1.3212], [3.1100, 0.3077, 2.0063], [-9.1392, -0.0021, 6.9401], [4.3614, -3.5948, 4.7953], [-8.2075, 0.1481, -5.7094], [0.9849, -0.3187, -0.7063], [-3.6458, 0.9791, -2.2569], [3.8479, -0.1918, 0.0816], [-1.1197, 1.6037, -1.7083], [2.3707, -2.8795, 4.5919], [4.1445, 1.5900, -3.4608], [4.4510, -5.7206, 2.3747], [-2.1576, -3.8912, 0.1093], [10.4275, 3.1114, -1.0571], [-6.2181, 1.9620, 5.8526], [10.4711, 1.1746, -4.0830], [4.1860, -4.5020, 5.3842], [-2.6731, -3.7918, 1.1759], [-2.5570, -0.9075, 1.2116], [-6.4576, 2.4687, 1.6193], [-7.4425, 2.0209, 8.8707], [12.5032, 1.9398, -2.7436], [-7.7866, 2.3308, 9.8624], [4.6037, -0.1126, -0.7059], [-7.3504, -0.2919, 5.4127], [-5.8327, 0.2722, -5.1699], [-9.1849, -0.2185, -5.3765], [-1.7705, -1.6473, 2.3690], [4.5584, -2.7770, 5.4981], [4.1080, -2.6208, 2.2595], [-6.5947, -1.1452, 7.1657], [8.6895, 3.6929, -3.1235], [-8.2312, 1.2409, -5.6971], [-0.8150, 1.5163, -4.2873], [1.2878, -1.3988, -0.4023], [-2.9216, 1.8876, -2.2563], [-0.6352, -0.1513, -1.0982], [-7.2440, 0.9021, -2.7362], [7.3910, 0.2460, -2.3533], [-5.8850, 1.2001, -4.7387], [-7.5910, 2.8535, 8.1773], [-2.9710, 2.3966, -3.3341], [-5.1526, 0.5869, 5.5344], [-8.3765, 2.4780, -2.0977], [-2.1279, -2.8968, -3.4948], [-8.2923, 0.6795, 7.0769], [6.0855, 0.7183, -4.5045], [1.7739, 1.8367, 0.0247], [-3.3926, 2.6977, -1.5190], [-9.3068, 1.2101, -2.9212], [-0.5958, 3.1136, -0.6852], [4.8846, -0.9795, -4.2864], [-3.9957, -1.5659, 1.2878], [-2.1023, -1.4130, -3.0096], [1.5564, 0.7206, 0.3901], [4.6727, -6.3538, 1.5101], [2.5632, -4.4916, 3.1904], [-0.0706, 2.9460, 0.3354], [8.4681, 2.6746, -3.4466], [-6.4938, -0.8623, 8.1452], [4.1470, -0.5657, -4.8585], [7.5986, -0.9077, -3.6775], [10.4456, 1.3952, -3.0083], [5.6829, 0.1027, -3.6917], [-6.9710, -1.4814, -5.1335], [12.4693, 4.2285, -3.3590], [-2.8189, 0.8140, 1.8761], [-4.0636, -3.9750, -0.7045], [-3.1383, -4.2615, -0.9608], [-7.3842, -0.3907, -3.3335], [-4.7785, 1.0440, 0.1202], [-5.0671, -0.1810, -4.6689], [-1.1293, -2.6987, -0.2825], [5.2750, -3.7383, 4.2125], [1.2226, 0.4289, 2.7315], [4.3711, -1.4323, -3.5244], [1.9421, 0.4454, 1.8105], [11.4010, 2.8285, -1.2049], [5.3797, 0.5820, -0.3720], [3.1512, -3.2646, 3.9255], [-0.5618, -3.0813, -1.2606], [3.9599, 0.3302, -1.8903], [-8.2451, 2.3244, -3.8472], [2.3887, -5.3288, 3.8782], [-2.7956, -1.3095, -1.4170], [1.5511, -0.1001, -1.7349], [-0.2654, -2.7006, 0.5434], [-3.6494, 3.0347, 1.0313], [8.7396, 2.5365, -4.4970], [0.8828, 1.1552, -3.3843], [9.1204, 1.7447, -2.5964], [6.8746, -0.5074, -2.9583], [0.1061, 3.8584, -1.3003], [3.3233, -4.9206, 2.0563], [7.3884, 2.5270, -3.3458], [-1.5732, 3.7584, -0.4507], [-1.4847, -4.8754, 0.2139], [-5.0495, 2.7519, 3.5161], [-5.9465, 0.5113, 2.8582], [-3.0693, 0.6018, 3.3567], [11.5291, 2.4255, -2.6132], [-7.3516, -1.8301, 7.1919], [-8.0791, -0.1547, -6.7551], [-6.3827, 1.7760, 8.9552], [0.2644, 2.9292, -3.5335], [10.7210, 4.3679, -3.2389], [11.5308, 3.6769, -3.4874], [-5.3415, 1.1783, 7.1790], [-2.8104, -0.6881, -4.1739], [-8.1769, 0.8679, 8.4908], [11.4431, 3.4153, -4.5478], [-7.0852, -0.4286, -4.8503], [4.2701, -6.3660, 3.2389], [-8.3603, 1.7580, -2.9218], [6.5897, -1.3343, -2.3025], [-0.5644, -0.8102, -2.4634], [-7.0521, 0.0340, 6.4159], [5.4257, 1.7667, -2.2742], [-1.7180, -1.1744, -0.3798], [11.5005, 1.9996, -0.6170], [-5.8797, 0.9966, 6.2450], [4.8149, 1.0246, -2.8039], [1.5814, -4.2081, 2.7952], [10.6735, 0.4541, -2.4953], [-8.5699, 1.6192, 6.5828], [5.3215, -5.0855, 2.5455], [-0.0930, 1.8130, -3.3864], [-5.3525, 1.8119, 2.4162], [-6.6486, -1.0278, -2.8298], [3.5189, -2.1976, 2.9830], [2.6830, -1.9098, 2.4721], [-8.3692, -0.8175, -3.1055]]
}

---

[2]
{
  "formula": "C33H74FN2O20S2",
  "method": "ωB97M-V with the def2-TZVPD basis set",
  "charge": -1,
  "orbital_gap_ev": 8.555,
  "lumo_ev": 1.9,
  "homo_energy_ha": -0.244,
  "symbols": ["H", "C", "O", "H", "H", "H", "S", "H", "H", "H", "C", "O", "H", "C", "H", "H", "C", "H", "H", "C", "H", "H", "H", "H", "O", "C", "C", "H", "H", "C", "C", "H", "C", "H", "H", "H", "H", "H", "H", "H", "H", "H", "H", "N", "C", "H", "C", "H", "O", "H", "H", "H", "O", "H", "H", "H", "O", "H", "O", "C", "H", "C", "H", "C", "H", "H", "C", "C", "C", "O", "O", "H", "H", "H", "H", "C", "H", "O", "H", "C", "H", "O", "N", "H", "O", "O", "H", "S", "H", "C", "H", "H", "O", "C", "O", "C", "C", "C", "C", "H", "H", "C", "H", "O", "H", "C", "H", "C", "C", "H", "H", "H", "H", "C", "O", "O", "C", "H", "H", "H", "H", "O", "H", "F", "H", "H", "H", "H", "H", "O", "H", "C"],
  "coordinates": [[-1.1226, 0.6451, 2.0791], [-5.2899, -6.5099, 2.3764], [-4.6578, -2.6162, -6.8094], [-4.4972, -6.3437, 1.6492], [3.5040, -0.5142, -0.1333], [-3.5730, 4.4772, 0.7165], [-1.1215, -1.0285, -7.3084], [-4.5809, 0.2723, -5.7309], [-7.2769, 7.6095, -1.4685], [7.9471, -0.9232, -3.4106], [6.8197, -2.2093, -4.7130], [-5.3967, 8.3001, -1.0624], [-3.2966, -1.3433, 4.2397], [4.4278, 0.3613, 3.5398], [6.9444, -2.6317, -0.8539], [-6.8300, -4.6254, 6.1094], [-6.0070, 5.9677, -0.9148], [3.7546, 0.5145, 4.3868], [-3.1289, -6.0969, 6.6221], [-3.2669, 5.5001, 0.4671], [-0.5685, -1.7240, 0.4331], [-6.2523, -6.5375, 1.8543], [-2.8892, 0.4708, -5.1126], [-0.4625, -2.2807, 2.6642], [-2.5610, -3.4635, -6.1588], [-5.2491, 9.4022, -1.9293], [0.5875, -1.9699, 2.6120], [-3.6184, -1.5278, 5.9737], [5.2344, 1.0908, 3.6333], [-5.9199, -4.7409, 5.5158], [0.0221, 0.2102, -0.2805], [7.9290, -2.6477, -2.9279], [-4.0139, 5.9597, 2.6447], [1.2052, -2.7936, 2.2371], [7.6606, -2.1347, -5.4070], [-1.8452, -4.2284, 5.9934], [7.4194, -0.9004, -0.8791], [5.0765, -4.9492, -4.1672], [-1.2153, 3.2287, 2.2532], [6.0479, -1.5223, -5.0641], [2.9808, -0.2963, 2.0996], [-4.6122, 5.0419, 2.6855], [-4.2880, 0.5471, -4.0063], [-2.7538, -1.1011, -7.2770], [-3.7233, -1.4623, -4.6635], [5.7778, -1.1398, 1.8020], [-3.6358, -5.4133, 5.9365], [-6.2195, 9.8656, -2.1402], [-4.8613, 5.2702, -1.3865], [2.3764, 3.5527, 1.5410], [1.1494, -1.6012, -0.0522], [2.8251, -0.2888, -5.4160], [4.4984, 0.7607, 1.1598], [4.5652, 0.6996, -0.8722], [6.0910, -2.4252, 2.9614], [-2.8654, 5.2564, -1.6013], [-0.7526, 0.3658, -7.3112], [0.7933, 0.9615, -0.1101], [-4.9860, -5.3720, 6.3859], [-0.4862, -0.8575, -4.8823], [3.4328, -1.3943, -6.6586], [-2.9324, -4.0734, 6.0158], [-4.6063, 10.1317, -1.4389], [5.1368, -3.8581, -4.1778], [-4.7718, 9.0926, -2.8661], [1.2215, 3.9513, 0.2567], [-6.2347, 7.2937, -1.6126], [-6.2660, -5.5739, 4.2971], [6.0023, -1.3415, 2.8510], [0.6127, 2.5459, 1.6458], [6.2443, -1.5370, -2.4627], [-2.5200, 1.4656, 1.3934], [-5.5863, -3.7403, 5.2366], [-3.5650, -5.8468, 4.9379], [1.9538, -1.8002, -5.7213], [7.3264, -1.8265, -3.3340], [-6.3830, -6.6229, 4.5938], [7.4221, 0.6114, 2.8059], [0.9662, 4.5687, 1.9227], [7.3253, -0.7271, 3.2674], [-4.5134, 6.7232, 3.2394], [6.3845, -3.5608, -4.7988], [-0.6384, -0.2943, -3.9261], [-3.0184, 5.7749, 3.0644], [0.7198, -0.8304, 1.7911], [-0.5172, -1.6555, -8.4405], [-3.5097, 6.8466, -1.2175], [-3.3624, -2.2660, -6.2837], [-1.9520, -1.7358, 5.3370], [8.3884, 1.3508, 3.5164], [9.3809, 0.8977, 3.4126], [3.0366, -3.8736, -4.6260], [-3.2789, -3.2636, 4.9040], [-3.5970, 5.7839, -0.9852], [-5.2552, -5.4524, 3.3102], [6.6194, -1.6146, -1.1049], [-0.7807, 2.6823, 1.4039], [-3.8858, 0.0583, -4.9101], [-1.4419, 1.3214, 1.2832], [7.4130, -0.7586, 4.3598], [-2.1848, 5.6043, 0.6256], [3.6277, 0.5681, 2.2707], [2.9987, 1.2053, -0.1995], [4.9167, -0.9703, 3.6904], [4.0928, -3.5032, -6.0214], [2.9412, -1.3387, -5.6811], [-7.2076, -5.2122, 3.8623], [0.3206, -1.0832, 0.4484], [1.3222, 3.7224, 1.3238], [0.9201, -1.7049, 3.6155], [-6.0367, 7.1807, -2.6849], [-2.9539, -1.6173, -3.8971], [0.0149, -0.0053, -1.3510], [3.8472, 0.5255, -0.0719], [3.7430, -1.9584, -4.6901], [-3.9204, 6.4302, 1.3193], [-3.0169, -1.8969, 5.1347], [-5.1077, -7.4690, 2.8755], [8.1506, -1.2978, 2.8198], [-3.2061, -3.5705, 6.9514], [-5.9819, 6.0817, 0.1703], [-1.2731, 0.7302, 0.0042], [3.0067, 1.4664, 2.3685], [-4.9528, -1.8914, -4.1941], [8.1178, 1.4180, 4.5768], [5.1250, -3.5245, -3.1390], [5.7478, -1.3723, -0.4992], [8.4134, 2.3580, 3.1030], [-6.8527, 5.3177, -1.1516], [-0.3829, -1.6681, -5.9158], [-0.9502, 3.2504, 0.4820], [3.9394, -3.3378, -4.9483]]
}

---

| no. | F_max (eV/Å) |
| --- | --- |
| 1 | 10.69 |
| 2 | 5.41 |